Record 1
38
Properties=species:S:1:pos:R:3:mulliken_charge:R:1 method="wB97M-V/def2-TZVPD" total_charge=0
O 0.93 -3.13 1.41 -0.67
C 0.01 -2.95 0.64 0.74
C -1.27 -3.71 0.63 -0.08
C -1.61 -4.71 1.54 -0.54
C -2.84 -5.32 1.42 -0.52
C -3.73 -4.95 0.42 -0.46
C -3.39 -3.95 -0.49 -0.61
C -2.16 -3.35 -0.36 0.46
S -1.41 -2.08 -1.35 1.03
O -2.08 -0.82 -1.31 -0.58
O -1.02 -2.57 -2.64 -0.63
N -0.01 -2.04 -0.37 0.13
C 1.02 -1.07 -0.62 -1.08
C 1.25 -0.16 0.60 0.13
C 2.15 1.04 0.26 -1.09
C 1.13 2.16 0.32 0.57
C 1.32 3.55 -0.03 0.19
C 0.17 4.36 -0.07 -0.47
C 0.24 5.70 -0.40 -0.75
C 1.47 6.27 -0.71 -0.34
C 2.61 5.50 -0.68 -0.64
C 2.54 4.16 -0.34 0.66
Cl 4.04 3.29 -0.31 -0.23
N -0.01 1.75 0.74 -0.65
O 0.00 0.42 1.00 -0.20
H -0.90 -4.98 2.31 0.51
H -3.12 -6.10 2.11 0.40
H -4.69 -5.43 0.34 0.40
H -4.07 -3.65 -1.27 0.46
H 1.96 -1.58 -0.88 0.19
H 0.67 -0.48 -1.47 0.51
H 1.61 -0.76 1.43 0.49
H 2.60 0.95 -0.73 0.49
H 2.94 1.18 0.99 0.54
H -0.77 3.90 0.16 0.49
H -0.66 6.30 -0.43 0.37
H 1.53 7.32 -0.97 0.38
H 3.57 5.93 -0.91 0.42

Record 2
41
Properties=species:S:1:pos:R:3:mulliken_charge:R:1 method="wB97M-V/def2-TZVPD" total_charge=+1
O 0.18 -0.41 3.56 -0.49
C 0.39 0.21 2.40 0.38
C 0.75 1.53 2.27 -0.47
C 0.89 2.06 0.98 -0.03
C 0.66 1.28 -0.16 -0.50
C 0.28 -0.02 0.02 0.26
Cl -0.04 -1.10 -1.23 -0.12
N 0.16 -0.52 1.28 0.06
H 0.98 -0.82 3.92 0.38
H 0.91 2.12 3.16 0.43
H 1.17 3.10 0.86 0.35
H 0.76 1.67 -1.16 0.46
H -0.12 -1.49 1.39 0.27
C 2.68 -3.40 -2.00 -0.80
C 3.21 -3.92 -3.11 0.35
C 4.12 -5.13 -3.08 0.96
O 4.52 -5.52 -4.15 -0.60
C 4.43 -5.73 -1.79 -1.00
C 3.90 -5.20 -0.68 0.28
C 2.99 -4.00 -0.72 1.29
O 2.55 -3.59 0.35 -0.68
O 4.12 -5.66 0.54 -0.56
O 3.00 -3.45 -4.32 -0.57
H 2.03 -2.54 -1.97 0.16
H 5.09 -6.59 -1.78 0.44
H 3.62 -5.10 1.15 0.36
H 3.50 -4.03 -4.94 0.38
C -4.60 3.21 1.76 -0.95
C -3.29 3.23 1.54 0.18
C -2.66 4.03 0.42 1.18
O -1.44 3.96 0.32 -0.60
C -3.50 4.81 -0.44 -1.03
C -4.83 4.80 -0.22 0.28
C -5.46 4.00 0.90 1.07
O -6.67 4.08 1.01 -0.58
O -5.69 5.47 -0.95 -0.54
O -2.38 2.55 2.25 -0.58
H -5.06 2.64 2.56 0.46
H -3.04 5.38 -1.24 0.45
H -6.58 5.30 -0.57 0.38
H -1.53 2.82 1.86 0.32

Record 3
41
Properties=species:S:1:pos:R:3:mulliken_charge:R:1 method="wB97M-V/def2-TZVPD" total_charge=+1 de_lowest_ev=0.2550
Pd 0.29 1.08 -0.27 0.59
C 3.20 -0.96 -0.54 -0.99
C 3.29 0.50 -0.79 0.41
N 2.29 1.34 -0.69 0.05
C 2.65 2.64 -0.98 -0.26
C 3.97 2.78 -1.30 -0.28
S 4.73 1.26 -1.29 -0.13
C 1.61 3.66 -0.89 -0.08
C 1.72 5.01 -1.03 -0.31
S 0.21 5.74 -0.75 -0.13
C -0.50 4.22 -0.45 0.68
N 0.34 3.23 -0.57 -0.15
C -1.94 4.08 -0.09 -1.27
H 2.85 -1.15 0.48 0.19
H 4.17 -1.44 -0.67 0.52
H 2.49 -1.40 -1.24 0.18
H 4.50 3.68 -1.55 0.46
H 2.60 5.59 -1.25 0.43
H -2.36 5.04 0.21 0.44
H -2.04 3.38 0.74 0.29
H -2.51 3.70 -0.94 0.28
S -4.28 -3.26 3.21 -0.11
C -3.29 -2.16 2.58 0.07
S -1.61 -2.00 3.03 0.00
C -1.17 -0.75 1.90 0.30
C -2.20 -0.30 1.11 0.22
S -1.93 0.69 -0.24 -0.19
S -3.79 -0.98 1.39 -0.07
S 0.42 -0.20 1.80 -0.29
Te -0.70 -0.81 -2.00 0.19
C -0.95 -2.53 -0.82 0.30
C 0.11 -3.07 -0.09 0.07
C -0.09 -4.20 0.68 -0.68
C -1.35 -4.78 0.75 -0.50
C -2.41 -4.24 0.03 -0.62
C -2.21 -3.12 -0.76 -0.37
H 1.08 -2.59 -0.11 -0.02
H 0.73 -4.62 1.25 0.41
H -1.51 -5.65 1.37 0.42
H -3.39 -4.69 0.08 0.47
H -3.03 -2.70 -1.32 0.46

Record 4
39
Properties=species:S:1:pos:R:3:mulliken_charge:R:1 method="wB97M-V/def2-TZVPD" total_charge=0
Cl -5.04 -0.66 -1.20 -0.31
B -3.82 0.69 -0.86 0.71
Cl -4.44 2.40 -1.25 -0.30
Cl -3.26 0.63 0.94 -0.26
O -2.65 0.43 -1.80 -0.56
C -1.48 0.93 -1.61 -0.76
C -0.45 0.83 -2.64 0.77
C 0.63 1.74 -2.66 -0.27
C 1.65 1.56 -3.60 -0.81
C 1.57 0.51 -4.52 0.40
Cl 2.85 0.23 -5.63 -0.20
C 0.46 -0.35 -4.55 -0.76
C -0.57 -0.18 -3.61 -0.37
H -1.28 1.55 -0.73 0.76
H 0.67 2.55 -1.94 0.47
H 2.50 2.23 -3.62 0.42
H 0.40 -1.13 -5.29 0.41
H -1.44 -0.84 -3.60 0.45
C 2.46 0.02 5.39 -0.82
O 2.19 0.89 4.26 -0.43
C 1.50 0.43 3.18 0.72
C 0.98 -0.88 3.06 -0.35
C 0.25 -1.25 1.91 0.58
C 0.05 -0.25 0.88 0.14
C 0.58 1.05 1.03 0.15
C 1.30 1.39 2.14 -1.13
N -0.61 -0.57 -0.24 0.08
C -1.21 -1.73 -0.39 -0.06
C -1.00 -2.78 0.52 -0.82
C -0.29 -2.54 1.67 -0.70
H 3.01 0.69 6.05 0.25
H 1.53 -0.33 5.85 0.33
H 3.08 -0.84 5.09 0.33
H 1.16 -1.61 3.86 0.39
H 0.40 1.76 0.23 -0.01
H 1.72 2.38 2.24 0.44
H -1.86 -1.88 -1.24 0.31
H -1.43 -3.74 0.27 0.42
H -0.13 -3.33 2.40 0.41

Record 5
44
Properties=species:S:1:pos:R:3:mulliken_charge:R:1 method="wB97M-V/def2-TZVPD" total_charge=-1 de_lowest_ev=0.3641
Ti -0.60 0.06 0.41 0.04
N 0.75 -0.08 2.34 -0.38
C 1.16 -1.46 2.58 -0.46
C 0.01 -2.37 2.16 0.29
O -0.06 -3.52 2.58 -0.75
N -0.83 -1.75 1.32 0.39
C -2.03 -2.47 0.95 -0.67
C -3.00 -1.51 0.26 0.32
O -4.06 -1.92 -0.18 -0.75
O -2.58 -0.28 0.16 -0.34
H 1.52 0.57 2.44 0.25
H 0.03 0.20 3.00 0.29
H 1.41 -1.67 3.62 0.37
H 2.03 -1.68 1.96 0.22
H -2.52 -2.91 1.82 0.53
H -1.82 -3.30 0.27 0.29
O -0.82 -3.35 -5.31 -0.56
C -0.79 -2.74 -4.09 1.12
C -1.77 -1.85 -3.67 -0.97
C -1.64 -1.27 -2.43 -0.80
N -0.62 -1.52 -1.59 0.39
C 0.28 -2.41 -2.01 -0.14
Br 1.66 -2.92 -0.82 -0.12
C 0.26 -3.04 -3.24 -0.53
H -1.61 -3.06 -5.78 0.29
H -2.62 -1.60 -4.29 0.28
H -2.37 -0.57 -2.07 0.64
H 1.02 -3.74 -3.52 0.44
Br -0.91 1.75 -1.64 -0.45
C 1.44 2.55 0.47 -0.13
C 2.63 3.09 -0.01 -0.52
C 3.00 4.36 0.37 -0.55
C 2.20 5.08 1.25 -0.48
C 1.03 4.52 1.75 -0.81
C 0.63 3.25 1.37 0.50
C -0.66 2.70 2.00 0.08
O -1.12 3.34 2.93 -0.74
O -1.19 1.60 1.57 -0.03
H 3.23 2.50 -0.70 0.47
H 3.92 4.80 -0.01 0.40
H 2.49 6.08 1.56 0.40
H 0.41 5.06 2.45 0.51
O 1.53 0.23 -0.34 -0.66
C 0.97 1.22 0.12 1.33

Record 6
43
Properties=species:S:1:pos:R:3:mulliken_charge:R:1 method="wB97M-V/def2-TZVPD" total_charge=0 de_lowest_ev=1.5329
C -6.42 3.36 -0.01 -0.67
O -5.56 4.37 -0.30 -0.41
C -4.21 4.19 -0.32 -0.04
C -3.56 5.38 -0.09 -0.21
C -2.06 5.47 -0.16 -0.97
C -1.41 4.32 -0.48 -0.61
C -1.99 3.02 -0.53 0.49
C -1.23 1.77 -0.87 -0.04
N 0.04 1.84 -1.14 -0.26
N 0.88 0.65 -1.07 -0.10
C 2.25 0.74 -1.02 0.19
O 2.76 1.84 -0.86 -0.69
C 3.01 -0.48 -0.96 0.60
C 4.30 -0.70 -0.62 -0.86
C 4.49 -2.17 -0.69 -0.15
C 3.31 -2.70 -1.06 0.61
C 3.17 -4.19 -1.01 -1.17
N 2.52 -4.59 0.24 0.77
C 1.16 -4.55 0.42 -0.29
C 0.89 -4.72 1.77 -0.30
Br -0.87 -4.63 2.36 -0.11
C 2.21 -4.80 2.44 0.47
N 2.40 -5.07 3.80 0.95
O 3.52 -4.79 4.25 -0.54
O 1.52 -5.47 4.49 -0.53
N 3.12 -4.77 1.47 -0.79
O 2.38 -1.68 -1.28 -0.36
C -3.54 2.96 -0.41 0.81
O -4.07 1.86 -0.72 -0.77
H -6.24 2.43 -0.57 0.26
H -7.44 3.63 -0.18 0.24
H -6.36 3.15 1.09 0.29
H -4.05 6.34 0.01 0.39
H -1.58 6.40 0.00 0.43
H -0.38 4.48 -0.67 0.25
H -1.72 0.83 -1.05 0.42
H 0.52 2.75 -1.00 0.31
H 0.57 -0.27 -1.30 0.32
H 4.97 0.03 -0.30 0.53
H 5.42 -2.65 -0.42 0.42
H 4.21 -4.59 -0.96 0.36
H 2.66 -4.63 -1.84 0.38
H 0.43 -4.38 -0.41 0.38

Kohn-Sham gap across the listed records, respectively: 8.5 7.4 5.7 8.0 7.8 6.4 eV.